A molecular structure, CuH14O7. Source: the OMol25 dataset; level of theory: ωB97M-V/def2-TZVPD.

```
22
Properties=species:S:1:pos:R:3:forces:R:3:mulliken_charge:R:1
Cu 0.418 0.642 0.286 0.21 0.09 -0.20 0.8701
O -2.755 -2.726 1.033 0.01 -0.15 0.07 -0.6064
H -3.090 -1.865 1.284 -0.19 0.27 0.05 0.3148
H -1.977 -2.538 0.509 0.21 -0.05 -0.18 0.2915
O -0.565 -1.390 -2.239 0.11 0.42 0.44 -0.6026
H -0.229 -2.169 -2.684 0.20 -0.23 -0.09 0.3038
H -1.513 -1.429 -2.370 -0.32 -0.01 -0.09 0.3193
O 2.603 2.137 -1.876 -0.22 -0.27 0.59 -0.6343
H 2.648 1.509 -2.597 0.14 -0.19 -0.27 0.3230
H 1.821 2.657 -2.059 -0.21 0.38 -0.14 0.3192
O 1.816 0.527 3.234 -0.42 0.10 -0.58 -0.6082
H 2.720 0.400 3.523 0.36 0.05 0.00 0.3189
H 1.318 -0.146 3.698 -0.15 -0.16 0.24 0.3214
O -1.013 2.806 -1.541 0.48 -0.42 0.43 -0.6033
H -1.354 2.588 -2.408 -0.06 -0.09 -0.35 0.3254
H -1.781 3.087 -1.044 -0.22 0.24 0.14 0.3051
O 2.893 -1.894 -0.417 -0.35 0.35 0.10 -0.6008
H 3.280 -2.218 -1.231 0.14 -0.03 -0.25 0.3060
H 2.976 -2.625 0.195 0.06 -0.20 0.20 0.3135
O -2.499 0.735 1.964 0.43 -0.17 -0.43 -0.6058
H -2.721 0.359 2.815 -0.01 -0.14 0.33 0.3227
H -2.997 1.552 1.926 -0.19 0.25 -0.02 0.3067
```
Positions in Å, forces in eV/Å.

LUMO, eV: -5.2
HOMO level, eV: -14.24
ΔE to the lowest compared entry with this formula, charge and spin, kcal/mol: 60.6
Gap between HOMO and LUMO, eV: 9.00
Total charge: +1
M, g mol⁻¹: 189.7


A molecular structure, C26H40Cl3N4O3SiY at a distorted geometry. Source: the OMol25 dataset; level of theory: ωB97M-V/def2-TZVPD.

```
78
Properties=species:S:1:pos:R:3:forces:R:3:mulliken_charge:R:1
C -2.237 -2.361 -4.496 -0.03 -0.16 0.08 -2.2026
C -1.649 -2.516 -3.128 0.65 -1.15 0.39 0.9107
H -2.540 -3.383 -4.732 -0.33 0.29 -0.63 0.6375
H -1.512 -2.003 -5.240 -0.08 -0.27 0.27 0.2112
H -3.068 -1.676 -4.543 -0.38 0.05 0.12 0.3463
C -0.731 -3.494 -3.008 -0.75 -0.47 -0.31 0.2943
C -0.329 -4.477 -4.101 0.58 -0.24 0.18 -1.6126
H -0.209 -3.726 -2.088 -0.50 0.07 -0.21 0.4460
H 0.380 -3.989 -4.813 -0.54 -0.50 0.26 0.2453
H -1.124 -5.022 -4.665 0.30 0.87 0.36 0.3808
H 0.210 -5.284 -3.567 0.03 0.32 -0.52 0.4149
Y 1.152 1.936 1.259 0.76 -0.76 -0.42 0.7047
Cl -1.496 2.009 1.129 -0.01 0.13 0.57 -0.7003
Cl 2.888 3.228 -0.153 0.11 0.13 0.45 -0.6235
H 1.047 6.764 4.474 0.04 0.08 -0.02 0.3408
H -1.323 6.781 4.469 -0.05 -0.20 0.03 0.3171
C 1.176 5.894 3.839 -0.09 0.00 0.00 -0.9034
C -1.276 6.424 3.440 -0.18 0.03 -0.24 -0.9169
N -0.129 5.528 3.281 -0.17 0.30 -0.16 0.2047
H 1.564 5.063 4.435 -0.05 0.13 -0.09 0.2587
C -0.143 4.496 2.460 0.79 -0.09 0.28 0.4316
O 0.947 3.894 2.233 -1.24 0.52 0.54 -0.8220
H -2.214 5.895 3.190 0.55 0.24 0.11 0.3327
H -1.082 4.128 2.022 0.15 0.35 0.09 0.2626
H 1.889 6.093 3.033 -0.10 0.05 0.17 0.3233
H -1.179 7.318 2.800 0.00 -0.42 0.11 0.3348
H 2.134 -0.818 -2.429 0.24 0.00 0.23 0.2117
H 2.357 -3.825 -1.300 0.09 0.43 0.26 0.1962
C 3.054 -0.892 -1.835 -0.24 0.22 0.10 -1.1026
C 3.199 -3.224 -0.910 -0.28 0.04 -0.01 -0.8094
N 2.863 -1.792 -0.694 0.75 -0.31 0.32 0.3585
H 3.313 0.088 -1.432 -0.12 -0.01 -0.25 0.3650
C 2.740 -1.307 0.560 0.23 1.64 -0.30 -0.0741
O 2.792 -0.093 0.906 -0.14 -1.99 -0.15 -0.7372
H 3.560 -3.679 0.023 -0.20 0.17 -0.25 0.3575
H 2.559 -2.097 1.293 0.28 0.05 0.18 0.4352
H 3.850 -1.259 -2.474 0.22 -0.14 0.05 0.3859
H 3.996 -3.324 -1.666 -0.23 0.33 0.45 0.3533
O -1.205 -0.398 -2.552 0.15 0.29 1.29 -0.1617
C -1.993 -1.550 -2.013 1.11 1.94 -0.08 0.0455
C -0.342 -2.510 -0.267 -0.45 0.08 0.43 0.7482
C -1.645 -2.061 -0.587 0.90 -0.44 -0.23 0.6493
H 0.373 -2.530 -1.081 0.33 0.86 0.66 0.2441
C -0.030 -3.077 0.986 -0.33 0.01 -0.54 -1.2341
H -3.048 -1.193 -1.954 0.50 -0.59 -0.41 0.2996
C -2.633 -2.242 0.381 -0.28 -0.30 0.46 -0.7374
H 1.008 -3.254 1.299 -0.58 -0.37 -0.46 0.3250
C -1.066 -3.407 1.856 -0.89 0.89 0.71 -0.7702
C -2.376 -2.936 1.588 1.04 0.10 -0.74 -0.6870
H -3.650 -1.897 0.169 0.32 -0.05 0.13 0.3350
H -0.878 -3.915 2.822 0.00 0.34 -0.74 0.4273
H -3.154 -3.083 2.332 -0.02 -0.06 -0.26 0.4285
Si -1.008 1.318 -2.941 -0.53 -0.24 -1.06 0.8317
Cl 0.755 0.818 -0.795 -0.93 -0.84 -1.68 0.1598
C 0.471 2.671 -3.352 0.38 -0.98 0.39 -1.0287
C -2.237 2.469 -2.128 -0.30 -0.48 0.29 -1.0099
C -1.579 0.870 -4.711 0.73 0.03 0.48 -1.1096
H 1.068 2.997 -2.483 -0.35 -0.40 -0.10 0.1260
H 0.170 3.624 -3.828 -0.70 -0.65 0.09 0.3773
H 1.201 2.242 -4.054 -0.09 -0.08 0.10 0.3023
H -0.866 0.081 -5.064 -0.64 0.83 0.02 0.0850
H -1.491 1.784 -5.272 0.06 0.25 -0.80 0.4594
H -2.606 0.493 -4.772 0.26 0.06 0.12 0.2582
H -3.071 1.889 -1.724 -0.03 0.13 0.17 0.2943
H -2.652 3.095 -2.924 0.17 0.08 0.01 0.3837
H -1.817 3.088 -1.326 -0.12 -0.19 -0.32 0.1543
N 3.761 -1.223 6.383 -3.07 0.36 -1.53 -0.4814
C 2.731 -1.083 5.828 2.56 -0.40 1.44 -0.1360
C 1.533 -0.855 5.045 0.37 0.46 -0.42 0.1420
C 0.270 -1.371 5.356 -0.52 0.20 -0.46 -0.2825
C -0.807 -1.089 4.503 1.39 0.39 -0.06 -0.9258
C -0.567 -0.254 3.401 -0.15 -0.34 0.17 -0.1169
N 0.641 0.240 3.095 0.63 0.05 0.94 0.4767
C 1.685 -0.050 3.906 -0.55 0.00 -0.25 -0.1167
H 0.133 -1.951 6.259 0.03 -0.12 -0.07 0.5012
H -1.793 -1.496 4.655 -0.06 0.03 0.15 0.4953
H -1.377 0.050 2.743 0.16 -0.10 -0.01 0.2187
H 2.662 0.397 3.643 -0.59 -0.48 0.18 0.4728
```
Positions in Å, forces in eV/Å.

LUMO, eV: -0.7
HOMO level, eV: -8.17
Gap between HOMO and LUMO, eV: 7.49
M, g mol⁻¹: 680.0


CH2BrN3 in the gas phase at a distorted geometry. Source: the OMol25 dataset; level of theory: ωB97M-V/def2-TZVPD.

```
7
Properties=species:S:1:pos:R:3:forces:R:3:mulliken_spin:R:1
C 1.390 -0.006 0.385 -3.00 -0.86 0.80 -0.0614
N 2.490 0.266 0.513 2.18 0.76 0.04 0.2393
N -1.113 0.553 0.279 1.98 -2.95 1.69 0.0728
N 0.172 -0.564 0.249 -2.72 6.42 1.23 0.7129
Br 0.006 -1.774 -1.291 -0.44 -3.25 -3.11 1.0236
H -1.983 0.071 0.005 1.25 -0.02 -0.17 0.0021
H -0.962 1.454 -0.140 0.76 -0.11 -0.48 0.0107
```
Positions in Å, forces in eV/Å.

LUMO (alpha / beta), eV: -0.2 / -3.7
HOMO level (alpha / beta), eV: -7.75 / -10.33
ΔE to the lowest compared entry with this formula, charge and spin, kcal/mol: 60.9
Gap between HOMO and LUMO (alpha / beta), eV: 7.53 / 6.66
Expectation value of S²: 2.01
M, g mol⁻¹: 136.0
2S+1: 3


7 unconnected molecules or ions with the total composition C21H59N9O10 at a distorted geometry. Source: the OMol25 dataset; level of theory: ωB97M-V/def2-TZVPD.

```
99
Properties=species:S:1:pos:R:3:forces:R:3:mulliken_spin:R:1
C -0.031 -2.329 -3.154 -0.86 2.97 -1.42 1.5041
O -0.227 -1.312 -2.559 -0.87 2.30 1.24 -0.9898
N -0.366 -2.515 -4.424 -1.51 -0.16 -3.29 -0.0690
N 0.660 -3.298 -2.755 4.13 -6.33 2.50 0.0777
H -0.139 -3.407 -4.841 -0.41 0.51 -0.28 -0.0400
H -0.895 -1.836 -4.952 0.17 -0.19 0.34 -0.0139
H 0.880 -4.022 -3.423 0.02 0.01 0.39 -0.1665
H 1.147 -3.439 -1.881 -0.43 0.74 0.22 -0.1286
C -2.147 3.422 -1.218 1.84 2.51 -1.63 0.0041
O -2.095 4.463 -1.835 0.56 3.78 -0.83 -0.0007
N -1.211 2.977 -0.444 1.02 -0.27 2.23 0.0014
N -3.080 2.629 -1.533 -4.88 -4.39 -0.53 -0.0015
H -1.237 1.968 -0.397 1.17 -0.42 0.48 0.0262
H -0.403 3.582 -0.462 0.71 -0.62 0.47 0.0053
H -3.692 2.923 -2.281 0.09 -0.38 0.39 0.0024
H -3.067 1.711 -1.114 -0.39 -0.08 -0.56 0.0024
C -0.111 -1.906 1.729 -1.41 -3.03 -0.85 3.9081
O -1.045 -1.789 0.966 -1.77 0.85 -1.68 -1.8473
N 0.507 -3.060 1.869 1.03 -2.10 -0.61 0.4788
N 0.238 -1.088 2.638 1.09 4.81 3.30 -0.7553
H 0.240 -3.796 1.230 0.49 -0.13 0.20 -0.5873
H 1.302 -3.081 2.490 0.29 -0.86 -0.17 -0.2531
H 0.971 -1.333 3.288 -0.08 0.25 0.09 -0.2039
H -0.208 -0.184 2.704 0.16 -0.17 0.01 -0.0268
C 6.613 -3.227 6.409 -0.09 1.47 0.31 0.2298
O 7.270 -2.798 5.207 -0.79 -3.30 0.56 -0.0695
C 7.409 -1.444 5.139 -1.04 1.55 -1.39 0.0260
C 6.720 -0.912 3.819 0.25 1.26 1.84 -0.0942
N 5.231 -0.918 3.788 0.95 -0.02 -1.38 -0.2512
C 4.909 -0.314 2.440 1.12 0.08 0.40 0.0260
C 3.506 -0.232 2.035 -2.48 0.12 -1.08 0.0044
O 3.405 0.605 0.844 0.38 -0.02 1.33 -0.1996
C 2.059 0.901 0.467 0.70 -0.72 -0.13 -0.3469
H 5.599 -2.834 6.476 -0.31 0.05 -0.43 -0.0866
H 7.128 -2.689 7.206 0.19 -0.50 0.57 -0.0034
H 6.522 -4.290 6.631 0.71 -0.04 -0.74 -0.0050
H 8.474 -1.214 5.136 0.18 0.34 -0.22 -0.0013
H 6.966 -0.983 6.022 -0.13 0.40 -0.06 0.0107
H 7.198 -1.379 2.958 -0.07 -0.22 -0.14 0.0271
H 6.912 0.160 3.787 0.68 0.10 -0.16 0.0055
H 5.031 -1.905 3.710 -0.78 -0.35 0.02 -0.0465
H 5.519 -0.768 1.659 0.01 -0.21 -0.19 0.0765
H 5.120 0.754 2.392 0.93 0.11 0.63 0.0756
H 2.942 0.230 2.846 -0.18 0.21 0.19 0.1653
H 2.984 -1.162 1.812 0.24 -0.44 0.02 0.5486
H 1.385 1.074 1.305 0.18 0.28 0.23 -0.0011
H 1.674 0.026 -0.057 -0.33 0.13 -0.33 -0.0356
H 2.120 1.779 -0.177 -0.26 -0.19 0.02 0.0254
C -8.813 -3.606 -4.002 -0.53 -0.89 0.79 0.0023
O -7.808 -3.392 -3.046 0.06 0.55 0.40 0.0001
C -7.176 -4.596 -2.693 2.03 -0.43 0.26 0.0011
C -5.975 -4.327 -1.747 -1.15 0.51 -0.14 0.0212
N -6.461 -3.919 -0.418 0.65 0.27 -0.51 -0.0096
C -5.351 -3.586 0.489 0.15 0.77 -0.55 0.0682
C -4.472 -2.356 0.113 0.15 -0.30 0.88 -0.0460
O -5.238 -1.178 0.124 -1.65 0.29 -0.56 0.0095
C -4.597 0.041 -0.168 0.00 0.23 0.96 -0.0113
H -9.470 -2.746 -4.129 0.55 0.26 -0.07 0.0003
H -9.441 -4.386 -3.572 -0.47 -0.29 -0.30 -0.0001
H -8.415 -3.996 -4.938 0.09 0.25 -0.27 -0.0002
H -6.722 -5.013 -3.592 -0.05 -0.31 -0.38 -0.0018
H -7.798 -5.374 -2.250 -0.66 0.25 0.07 0.0011
H -5.450 -3.503 -2.230 0.50 0.02 -0.08 0.0025
H -5.300 -5.178 -1.649 -0.19 -0.18 -0.19 -0.0089
H -6.861 -3.022 -0.655 -0.71 0.32 0.47 0.0000
H -4.693 -4.451 0.583 0.09 -0.05 -0.03 -0.0073
H -5.756 -3.380 1.479 -0.12 -0.03 0.01 -0.0006
H -3.925 -2.440 -0.825 0.09 -0.24 -0.10 -0.0365
H -3.772 -2.285 0.946 0.64 -0.06 -0.17 -0.0450
H -5.252 0.897 -0.010 -0.76 -0.38 -0.04 0.0090
H -4.240 0.165 -1.191 0.38 -0.63 -0.01 -0.0035
H -3.857 0.218 0.612 0.84 -0.08 -0.42 0.0130
C -0.007 2.895 -4.496 -1.28 0.93 -1.54 0.0036
O 1.293 2.588 -4.155 0.42 0.19 -0.12 -0.0002
C 1.473 2.734 -2.780 0.21 0.37 1.50 -0.0323
C 1.302 4.198 -2.230 0.02 -0.25 0.46 0.0036
N 1.305 4.353 -0.709 0.69 -0.43 -1.58 0.0023
C 1.240 5.764 -0.324 -0.21 -0.92 1.61 0.0001
C 2.002 5.941 1.049 0.74 -0.40 -1.45 0.0040
O 3.362 5.516 0.823 -0.11 1.17 -0.36 -0.0004
C 4.202 5.598 1.973 -1.25 -0.21 -0.62 -0.0001
H -0.792 2.545 -3.826 0.18 -0.39 0.31 0.0000
H -0.218 2.555 -5.511 0.14 -0.57 0.02 -0.0036
H -0.170 3.967 -4.605 0.06 0.37 0.34 0.0023
H 2.473 2.348 -2.581 0.05 0.10 0.19 0.0091
H 0.749 2.078 -2.297 -0.05 -0.04 0.43 -0.0022
H 0.365 4.605 -2.609 -0.15 -0.05 0.26 0.0002
H 2.097 4.824 -2.635 0.25 0.07 -0.20 0.0004
H 2.241 4.118 -0.411 0.23 -0.68 0.00 0.0005
H 0.191 5.978 -0.116 -0.08 0.52 -0.32 0.0000
H 1.641 6.348 -1.152 0.11 0.70 0.40 -0.0004
H 1.662 5.317 1.875 -0.78 -0.22 -0.18 -0.0001
H 1.916 6.976 1.379 0.30 0.27 -0.07 0.0000
H 3.646 5.035 2.722 0.77 -0.47 0.55 0.0003
H 4.313 6.605 2.374 0.04 0.35 -0.26 -0.0003
H 5.168 5.211 1.648 -0.14 -0.22 0.48 0.0017
O -1.208 0.234 -0.704 -0.61 1.39 -0.01 -0.1078
H -0.766 -0.233 -1.413 0.21 -0.37 -0.49 0.0639
H -1.321 -0.423 -0.017 0.07 -0.76 0.66 0.0912
```
Positions in Å, forces in eV/Å.

LUMO (alpha / beta), eV: 2.4 / 2.4
HOMO level (alpha / beta), eV: 0.19 / -6.57
Gap between HOMO and LUMO (alpha / beta), eV: 2.21 / 8.94
Expectation value of S²: 0.75
Total charge: -1
M, g mol⁻¹: 597.8
2S+1: 2